<one>
DFT (ωB97M-V/def2-TZVPD) results for a structure of composition C40H32BrN5O3PSSn.

Geometry (Å):
H -1.6078 4.8733 2.3800
Sn -0.7844 -1.7435 0.9155
N -2.5764 -3.2010 0.3515
C -4.9639 0.7839 0.3769
C 3.1373 -4.3130 -2.3596
H -1.2502 -6.7151 0.4706
C 4.2694 -5.0473 -2.6693
H 1.7856 -0.4088 -0.4891
C 0.6548 -0.0342 2.5448
C -0.3042 1.8861 -2.7357
C -1.3198 -4.8402 1.2458
C -0.3703 3.2239 -3.1197
C -1.0475 3.3832 0.9497
H -0.1287 2.3480 3.6628
H -3.7488 5.3980 1.2578
C -3.0928 4.6422 0.8462
H 4.4580 -5.3388 -3.6936
H 3.8140 3.4423 4.9671
H -5.6227 -0.8909 -0.7884
C 1.7235 -3.2035 -0.6794
N 3.6143 1.5745 4.1358
H 6.0358 -5.9982 -1.9145
Br 1.1213 4.7468 4.9163
H -4.3789 4.2072 -0.8181
C 1.4674 0.9472 3.3271
C 0.9269 2.1430 3.7725
H -4.0601 2.2364 1.6766
C 1.7753 3.0591 4.3658
H 3.2537 -0.2471 3.2419
O -0.8312 0.0353 -0.7965
C -4.7626 -3.5466 -0.6478
C 3.4822 0.7363 0.1591
H -4.8422 -4.4801 -0.0929
C -3.4452 3.9772 -0.3213
H 2.4364 -4.0247 -3.1309
C 2.8941 -3.9419 -1.0372
H -0.1072 3.1599 1.4314
C 2.8189 0.6946 3.5496
H 3.5615 4.1132 0.4216
C -3.9824 1.2593 1.2294
O -0.4910 0.3197 2.1466
C 1.3542 1.6912 -0.4232
H -4.5010 -3.8074 -1.6756
N -0.9141 -6.1114 1.2027
H -2.0615 0.7855 2.1099
H 4.9829 2.1260 0.8023
C 3.1711 3.1208 0.2390
C 5.1584 -5.4155 -1.6695
C -3.6692 -2.7161 -0.0553
C 3.1188 2.7417 4.5204
C -0.0045 1.2379 -5.0263
H -0.2078 -6.4305 1.8408
C -2.5998 3.0179 -0.8527
C 0.6935 -2.6477 -0.3732
C 2.1737 0.5784 -0.2692
H -5.7213 -3.0403 -0.6381
H 4.1164 -0.1323 0.2774
C -0.1112 0.8915 -3.6884
H -0.5086 3.9968 -2.3745
N -2.2201 -4.4652 0.3724
O 1.1370 -1.1469 2.2696
C -1.3953 2.7159 -0.2193
H 3.5969 -4.0127 0.9906
C 3.7932 -4.3075 -0.0316
H -0.0129 2.8367 -6.4546
C 1.8703 2.9693 -0.2112
P -0.3435 1.4511 -0.9824
C 3.9720 2.0039 0.4378
H -5.8130 1.4009 0.1161
C -3.7762 -1.2822 0.2460
H 1.2638 3.8435 -0.4107
N -2.7927 -0.7783 1.0149
C -2.8859 0.4499 1.4945
C -1.8949 4.3447 1.4804
H -0.0514 -0.1430 -3.3733
S -0.7072 -3.8250 2.5003
C -4.8624 -0.5039 -0.1279
C -0.2732 3.5633 -4.4586
C -0.0918 2.5682 -5.4099
H -0.3341 4.6008 -4.7579
H 5.6194 -5.3257 0.4220
H 0.1545 0.4734 -5.7748
H -2.8567 2.5065 -1.7730
C 4.9222 -5.0402 -0.3542

Summary:
Total charge: +1
LUMO energy, hartree: -0.130
Gap between HOMO and LUMO, eV: 7.28

Mulliken atomic charge list, values in e, 6 entries:
1. H 0.52
2. Sn 1.18
3. N 1.38
4. C -0.72
5. C -0.43
6. H 0.25

<two>
DFT (ωB97M-V/def2-TZVPD) results for a structure of composition C40H32BrN5O3PSSn.

Geometry (Å):
H -2.6824 4.8508 -0.8280
H 2.8047 -1.6258 3.6010
H 2.3534 -4.2135 2.5868
N -0.1890 2.4510 3.1471
C 0.1287 1.8081 -4.4871
N 0.7082 0.4233 2.6794
C -0.4097 -4.0685 -0.0097
C 1.1493 0.0952 -5.8337
H -4.0506 2.1684 -5.2304
N -0.1621 -2.9932 0.7290
C -0.9843 3.4982 -1.1282
C 1.7486 -1.8645 3.7508
C 0.2847 -5.2602 0.1353
C 2.9004 0.7205 -2.4118
C 1.7784 4.6061 1.0632
H 3.9225 1.9674 1.0305
C 2.9735 1.9580 -1.7806
H 2.4204 3.1414 -6.5911
N 0.5415 -0.7358 1.9591
C 2.2870 5.2843 2.1614
H 3.8302 -0.6155 -3.8032
C -6.7115 0.4347 -4.5626
C 3.8883 0.3454 -3.3097
C 1.9367 1.0571 -6.4554
H 4.8117 3.1782 2.9899
C 0.5392 3.5107 -1.5955
C 1.0421 4.7891 -2.1504
C -2.9290 1.1717 -2.9129
C 1.8161 2.3912 -6.0984
C 3.3761 4.7693 2.8502
H 0.5943 2.6275 3.7543
H 2.0992 4.8700 -2.3744
C -6.3610 -0.1940 -3.3727
N -5.8969 1.2642 -5.2042
H 0.0355 -6.1146 -0.4775
H 0.6251 6.7368 -2.7874
H -7.6839 0.2584 -5.0064
C -0.8338 2.1975 -3.4304
H 1.2412 -0.9451 -6.1184
S -1.7723 0.9591 1.6338
C -4.6955 1.4927 -4.6844
C -0.5199 2.7771 -2.2974
H 3.7736 5.3022 3.7043
P 1.6616 2.4579 -0.6762
C 0.2487 0.4684 -4.8513
H 1.8692 -6.2251 1.2157
H 2.0692 0.0571 -2.2058
C 1.2952 -5.3185 1.0786
Br -7.5805 -1.3573 -2.5320
C 5.0251 2.4371 -2.9434
H 2.6388 0.7650 -7.2254
O -2.1516 1.8855 -3.7558
H 0.8001 3.8101 -4.8364
C 1.0242 -1.8179 2.4449
C -0.2831 1.2512 2.5384
H 1.3419 -1.1138 4.4222
O 0.9004 1.2608 -0.1542
H 1.6751 -2.8483 4.2080
C 2.3750 3.4154 0.6512
H 4.1223 3.7670 -1.5295
C -1.7009 4.7792 -1.2795
C 1.5639 -4.1974 1.8493
C 0.9072 2.7701 -5.1180
H 5.8558 3.0995 -3.1466
C 4.0445 2.8155 -2.0420
C 3.4665 2.8977 1.3479
H -1.7310 6.7404 -2.0160
H -0.3696 -0.2750 -4.3620
Sn -0.5176 -0.4246 -0.0892
H -0.9819 3.0647 3.1652
C 0.2253 5.8273 -2.3581
C 3.9641 3.5758 2.4480
C -4.2657 0.9066 -3.4988
C 4.9450 1.2032 -3.5767
H 1.8343 6.2147 2.4776
H -1.2014 -3.9714 -0.7438
C 0.8078 -3.0517 1.6477
H 5.7149 0.9082 -4.2776
H -4.8128 -0.4119 -1.8930
H -1.2107 2.9029 -0.2466
O -2.5773 0.7813 -1.8270
H 0.9218 5.0033 0.5323
C -1.1611 5.8267 -1.9116
C -5.1218 0.0464 -2.8224

Summary:
Total charge: +1
LUMO energy, hartree: -0.095
Gap between HOMO and LUMO, eV: 8.09

Mulliken atomic charge list, values in e, 6 entries:
1. H 0.58
2. H 0.30
3. H 0.35
4. N -0.27
5. C 0.28
6. N -1.18

Most stable structure, least stable structure: <two>, <one>.